Arrangement A

{
  "formula": "C5H6OS2",
  "method": "ωB97M-V with the def2-TZVPD basis set",
  "symbols": ["C", "C", "C", "C", "C", "H", "H", "H", "H", "H", "H", "O", "S", "S"],
  "coordinates": [[-0.675, -0.384, -0.403], [1.973, 0.333, 0.123], [1.137, 1.168, 1.075], [0.101, 0.361, 1.874], [-0.779, 0.704, 0.654], [2.529, 0.986, -0.568], [2.699, -0.278, 0.658], [1.745, 1.890, 1.605], [-0.226, 0.893, 2.759], [0.298, -0.662, 2.092], [-1.837, 1.021, 0.802], [0.082, 1.812, 0.340], [-1.968, -1.177, -0.982], [0.943, -0.788, -0.893]],
  "lowdin_charge": [-1.10, -0.38, -0.35, -0.04, -0.37, 0.09, 0.08, 0.15, 0.12, 0.11, 0.15, -0.06, 0.67, 0.94],
  "multiplicity": 1,
  "lumo_ev": -0.1721,
  "homo_lumo_gap_ev": 8.535
}

***

Arrangement B

{
  "formula": "C5H6OS2",
  "method": "ωB97M-V with the def2-TZVPD basis set",
  "symbols": ["C", "C", "S", "C", "O", "C", "S", "C", "H", "H", "H", "H", "H", "H"],
  "coordinates": [[0.833, 2.436, 0.423], [0.377, 1.250, -0.210], [1.778, -0.162, -0.292], [0.494, -1.439, -0.142], [0.546, -2.458, 0.636], [-0.717, -0.724, -0.584], [-2.334, 0.113, -0.034], [-0.491, 0.387, 0.508], [-0.165, 3.089, 0.714], [1.601, 2.909, -0.380], [1.528, 1.943, 1.191], [-0.352, 1.348, -1.171], [-0.660, -0.275, -1.709], [-0.398, -0.026, 1.510]],
  "lowdin_charge": [-0.14, -0.67, 0.97, -0.65, -0.02, -0.52, 0.83, -0.59, 0.16, 0.13, 0.09, 0.15, 0.13, 0.13],
  "smiles": "C[C@H]1SC(=O)[C@H]2S[C@@H]21",
  "multiplicity": 1,
  "lumo_ev": -0.4101,
  "homo_lumo_gap_ev": 8.999
}

***

The data favor arrangement A; the next most stable structure lies 95.4 kcal/mol above it.